Entry 1:
This record from the OMol25 dataset describes a single C5H8N2 molecule. The level of theory is ωB97M-V/def2-TZVPD.

```
! wB97M-V def2-TZVPD RIJCOSX def2/J DEFGRID3
* xyz 0 1
C 0.443 1.775 0.267
N -0.216 0.579 -0.220
C -0.212 0.225 -1.555
C -0.172 -1.137 -1.647
C -0.159 -1.652 -0.313
C -0.187 -0.575 0.533
N -0.104 -0.451 1.937
H 1.513 1.569 0.388
H 0.314 2.587 -0.450
H 0.051 2.070 1.240
H -0.273 0.988 -2.321
H -0.169 -1.711 -2.565
H -0.138 -2.691 -0.009
H -1.015 -0.309 2.364
H 0.325 -1.267 2.351
*
```

For the total energy, the calculation gives -8294.524 eV. The HOMO energy comes out at -7.794 eV. Its structure (SMILES) is Cn1cccc1N. The value obtained for the relative energy (zero: lowest compared OMol25 entry of this formula, charge and spin) is 10.88 kcal/mol.

***

Entry 2:
This record from the OMol25 dataset describes a molecular structure, C17H8Cl3F2NOPd in a non-equilibrium geometry. The level of theory is ωB97M-V/def2-TZVPD.

```
! wB97M-V def2-TZVPD RIJCOSX def2/J DEFGRID3
* xyz 0 1
Pd -0.239 -0.318 -0.154
F 4.044 -2.870 -1.840
C 3.346 -1.727 -1.840
C 2.192 -1.646 -1.079
C 1.482 -0.469 -1.097
C 1.904 0.637 -1.840
C 3.072 0.495 -2.577
F 3.538 1.525 -3.311
C 3.807 -0.671 -2.602
C 1.068 1.820 -1.751
C 1.222 3.023 -2.432
C 0.297 4.032 -2.230
C -0.755 3.843 -1.347
C -0.841 2.631 -0.692
N 0.044 1.659 -0.896
H 1.884 -2.496 -0.483
H 4.708 -0.747 -3.191
H 2.046 3.171 -3.109
H 0.402 4.968 -2.764
H -1.490 4.614 -1.165
H -1.619 2.423 0.030
Cl -4.707 -3.903 4.228
C -3.495 -2.847 3.559
C -3.440 -2.650 2.196
C -2.466 -1.801 1.701
Cl -2.368 -1.550 -0.034
C -1.514 -1.114 2.488
O -0.626 -0.311 2.006
C -1.631 -1.378 3.879
Cl -0.505 -0.600 4.938
C -2.590 -2.215 4.402
H -4.137 -3.146 1.536
H -2.634 -2.381 5.470
*
```

For the total energy, the calculation gives -67777.412 eV. The HOMO energy (alpha / beta) comes out at -7.594 / -7.594 eV. The value obtained for the relative energy (zero: lowest compared OMol25 entry of this formula, charge and spin) is 37.36 kcal/mol.

***

> What is the relative energy (zero: lowest compared OMol25 entry of this formula, charge and spin) in the second record?

37.36 kcal/mol